Record 1
Entry from OMol25: C30H31N11O2S3Ti as an isolated structure (ωB97M-V/def2-TZVPD).

```
78
Properties=species:S:1:pos:R:3:mulliken_charge:R:1
Ti -0.061 -0.784 0.326 -0.7389
C 4.387 0.926 -2.359 -0.8001
S 4.585 0.144 -0.743 -0.0066
C 3.003 -0.437 -0.326 0.7007
S 1.619 -0.207 -1.345 -0.2980
N 2.976 -1.074 0.805 -1.9156
N 1.749 -1.550 1.142 1.6955
C 1.709 -2.527 1.970 -0.6490
C 0.405 -3.082 2.269 0.9232
C 0.211 -4.200 3.056 -0.8864
C -1.076 -4.698 3.205 -0.5462
C -2.122 -4.061 2.563 -1.0798
C -1.852 -2.933 1.805 -0.1704
N -0.622 -2.443 1.670 0.9100
H 4.613 0.212 -3.146 0.3426
H 5.098 1.747 -2.397 0.3873
H 3.381 1.318 -2.480 0.2737
H 2.625 -2.960 2.357 0.5046
H 1.059 -4.683 3.524 0.5394
H -1.256 -5.580 3.805 0.4456
H -3.136 -4.424 2.635 0.5235
H -2.644 -2.416 1.280 0.4878
N -0.037 -3.326 -7.253 -0.4521
C -0.229 -3.231 -5.921 1.1744
C 0.830 -2.860 -5.067 -0.9927
C 0.633 -2.761 -3.713 -0.5096
C -0.631 -3.030 -3.181 -0.2045
C -1.694 -3.404 -4.010 -0.4034
C -1.497 -3.498 -5.361 -0.9049
S -0.901 -2.942 -1.494 1.6221
O -1.947 -3.824 -1.091 -0.7971
O 0.362 -2.961 -0.744 -0.6303
N -1.305 -1.403 -1.021 0.1149
C -1.850 -0.322 -1.655 0.7548
N -1.414 0.769 -0.997 0.0352
C -1.813 1.950 -1.453 -0.2444
C -2.646 2.038 -2.556 -0.7129
C -3.029 0.845 -3.151 -0.5138
N -2.637 -0.351 -2.705 -0.5600
H 0.879 -3.221 -7.651 0.2037
H -0.764 -3.673 -7.853 0.2045
H 1.811 -2.676 -5.486 0.3307
H 1.452 -2.505 -3.056 0.5532
H -2.661 -3.626 -3.579 0.4936
H -2.312 -3.796 -6.008 0.3265
H -1.456 2.829 -0.928 0.5586
H -2.979 2.990 -2.939 0.4455
H -3.677 0.837 -4.019 0.4823
N -4.849 1.235 5.970 -0.3678
C -4.141 0.990 5.100 -0.3279
C -3.256 0.679 4.015 0.5770
C -3.727 0.621 2.708 -0.9131
C -2.836 0.313 1.697 -0.4623
N -1.541 0.073 1.917 0.8460
C -1.094 0.127 3.180 -0.3176
C -1.907 0.425 4.253 -1.0973
H -4.767 0.809 2.484 0.5610
H -3.177 0.257 0.672 0.4901
H -0.041 -0.074 3.332 0.5782
H -1.504 0.457 5.255 0.5866
N 0.780 1.001 1.109 0.2542
C 1.244 2.020 1.419 0.2890
N 1.758 3.150 1.761 0.0656
C 3.085 3.556 1.217 -0.4330
C 3.523 4.834 1.909 -0.9903
C 2.502 5.960 1.722 -0.6003
C 1.050 5.482 1.951 -0.6019
C 1.006 4.110 2.602 -0.6262
H 2.988 3.710 0.139 0.3355
H 3.793 2.746 1.390 0.4500
H 4.489 5.130 1.502 0.4006
H 3.687 4.629 2.969 0.3500
H 2.593 6.366 0.715 0.3187
H 2.746 6.773 2.405 0.3133
H 0.511 5.431 1.003 0.2043
H 0.506 6.183 2.583 0.4006
H -0.015 3.743 2.700 0.3683
H 1.455 4.127 3.596 0.3314
```

Total charge   +2
2S+1   1
F_max   0.6 eV/Å
Highest occupied orbital energy   -12.784 eV
Energy   -3958.228936 Eh

***

Record 2
Entry from OMol25: one molecule with the formula C30H31N3O4 (ωB97M-V/def2-TZVPD).

```
68
Properties=species:S:1:pos:R:3:mulliken_charge:R:1
C -0.428 -4.935 -2.391 -1.3302
C -0.850 -4.143 -1.206 0.4649
C -0.986 -4.477 0.107 -0.9036
C -1.421 -3.308 0.778 -0.7135
C -1.525 -2.340 -0.175 0.1687
C -1.873 -0.892 -0.121 0.5904
C -2.964 -0.579 0.929 -0.0366
O -3.435 -1.409 1.679 -0.6852
N -3.310 0.715 0.921 0.2512
C -4.373 1.253 1.731 -1.1478
C -5.351 2.055 0.861 0.1301
C -5.857 1.269 -0.364 -0.7791
C -5.105 1.905 -1.535 -0.0684
C -4.880 3.325 -1.021 -0.5820
O -4.669 3.202 0.372 -0.4998
N -0.680 -0.074 0.124 0.6484
C 0.174 -0.510 1.203 -2.6905
C 1.223 -1.524 0.799 1.8385
C 1.537 -1.768 -0.533 0.3061
C 2.519 -2.685 -0.866 -1.1199
C 3.203 -3.364 0.126 -0.8087
C 2.898 -3.124 1.456 -0.7966
C 1.915 -2.210 1.789 -1.0157
C -0.587 1.131 -0.507 1.3094
O -1.536 1.570 -1.155 -0.6665
C 0.657 1.887 -0.397 -0.3698
C 0.794 3.263 -0.476 -1.2957
C 2.152 3.558 -0.358 -0.9401
C 2.835 2.357 -0.225 0.1348
C 4.252 2.089 -0.077 1.0325
C 5.191 3.080 -0.372 -0.5946
C 6.543 2.837 -0.234 -0.6839
C 6.989 1.598 0.199 -0.4152
C 6.070 0.607 0.496 -0.7376
C 4.715 0.846 0.363 -0.1632
N 1.908 1.363 -0.235 0.2179
O -1.178 -2.845 -1.385 -0.4572
H -1.235 -4.990 -3.121 0.3112
H 0.430 -4.469 -2.873 0.2997
H -0.160 -5.940 -2.081 0.3513
H -0.800 -5.436 0.547 0.4861
H -1.655 -3.211 1.817 0.6389
H -2.252 -0.587 -1.105 0.4158
H -2.915 1.342 0.226 0.1188
H -3.960 1.925 2.491 0.3407
H -4.880 0.419 2.221 0.5238
H -6.187 2.380 1.497 0.4576
H -5.655 0.204 -0.263 0.3329
H -6.932 1.408 -0.482 0.3230
H -5.674 1.888 -2.462 0.4976
H -4.145 1.419 -1.700 -0.2222
H -3.998 3.805 -1.448 0.3478
H -5.763 3.954 -1.210 0.3242
H -0.464 -0.956 1.974 0.6747
H 0.660 0.364 1.651 0.9530
H 0.995 -1.260 -1.319 0.3647
H 2.750 -2.867 -1.905 0.5493
H 3.969 -4.079 -0.134 0.4739
H 3.426 -3.652 2.236 0.4619
H 1.676 -2.026 2.827 0.4567
H -0.013 3.959 -0.589 0.5938
H 2.584 4.539 -0.356 0.4171
H 4.851 4.043 -0.721 0.3175
H 7.254 3.615 -0.468 0.3840
H 8.047 1.408 0.305 0.3883
H 6.408 -0.360 0.839 0.3902
H 4.021 0.059 0.621 0.3785
H 2.127 0.379 -0.252 0.0578
```

Total charge   0
2S+1   1
F_max   1.0 eV/Å
Highest occupied orbital energy   -7.917 eV
SMILES   Cc1ccc([C@@H](C(=O)NC[C@@H]2CCCO2)N(Cc2ccccc2)C(=O)c2ccc(-c3ccccc3)[nH]2)o1
Energy   -1627.059937 Eh

***

Record 3
Entry from OMol25: C30H31N4O3V as an isolated structure in a non-equilibrium geometry (ωB97M-V/def2-TZVPD).

```
69
Properties=species:S:1:pos:R:3:mulliken_charge:R:1
V -0.008 0.121 -0.109 -0.4193
O -0.021 -0.001 -2.025 0.7919
C -0.990 0.073 -2.921 -0.2702
C -0.681 0.125 -4.293 -0.9121
C -1.665 0.125 -5.262 -0.6663
C -3.016 0.079 -4.889 -0.7066
C -3.342 0.038 -3.550 -0.8042
C -2.361 0.033 -2.538 1.4151
C -2.744 -0.088 -1.161 -1.5128
N -1.885 -0.092 -0.137 0.8621
C -2.441 -0.314 1.198 -0.8848
C -1.397 -1.113 1.949 -0.9771
N -0.163 -0.306 1.903 0.2249
C 0.573 -0.445 2.969 -0.2880
C 1.688 0.297 3.488 0.0088
C 2.542 -0.388 4.379 -0.3245
C 3.626 0.204 4.973 -0.7701
C 3.872 1.574 4.701 -0.3247
C 3.039 2.301 3.902 -0.5820
C 1.865 1.729 3.261 0.6101
O 1.082 2.423 2.596 -0.7520
H 0.369 0.158 -4.571 0.3475
H -1.390 0.159 -6.311 0.4076
H -3.794 0.079 -5.645 0.3742
H -4.386 0.002 -3.252 0.3767
H -3.802 -0.197 -0.946 0.2458
H -3.394 -0.842 1.160 0.4988
H -2.582 0.646 1.699 0.2586
H -1.251 -2.068 1.445 0.1391
H -1.708 -1.302 2.978 0.5569
H 0.284 -1.276 3.621 0.3704
H 2.340 -1.442 4.565 0.3059
H 4.277 -0.359 5.631 0.3661
H 4.731 2.056 5.155 0.3505
H 3.223 3.353 3.709 0.4079
C 3.143 -0.402 0.562 -0.7450
N 2.333 0.372 -0.392 0.6820
C 2.750 -0.001 -1.750 -1.3666
C 2.551 1.838 -0.211 -1.2868
C 1.327 2.679 -0.502 0.7934
C 1.506 4.033 -0.777 -0.9556
C 0.409 4.879 -0.890 -0.6471
C -0.867 4.351 -0.728 -0.8186
C -1.033 2.992 -0.471 -0.5977
C 0.048 2.111 -0.343 1.9626
H 4.211 -0.329 0.320 0.3888
H 2.836 -1.450 0.527 -0.0147
H 2.993 -0.035 1.571 0.0191
H 3.822 0.199 -1.876 0.3369
H 2.187 0.568 -2.482 0.2906
H 2.567 -1.058 -1.925 0.2645
H 3.398 2.163 -0.827 0.4244
H 2.830 2.011 0.831 0.3225
H 2.513 4.436 -0.883 0.3759
H 0.553 5.936 -1.089 0.3487
H -1.735 5.003 -0.801 0.3679
H -2.047 2.614 -0.356 0.2077
O 0.388 -2.414 -0.146 -0.6420
N 0.477 -2.901 -1.340 0.4525
C 1.595 -3.531 -1.741 -0.3840
C 1.708 -4.032 -3.021 -0.5406
C 0.663 -3.886 -3.918 -0.4049
C -0.485 -3.259 -3.478 -0.8088
C -0.564 -2.790 -2.183 -0.0409
H 2.368 -3.590 -0.990 0.4079
H 2.624 -4.535 -3.303 0.4054
H 0.747 -4.248 -4.935 0.3808
H -1.333 -3.110 -4.134 0.3787
H -1.429 -2.289 -1.771 0.7189
```

Total charge   -1
2S+1   2
F_max   1.9 eV/Å
Highest occupied orbital energy (spin up / spin down)   -2.346 / -2.450 eV
<S²>   0.782
Energy   -2550.491236 Eh